Entry from the Open Molecules 2025 dataset: a structure of composition C11H5NO2STb at a distorted geometry (ωB97M-V/def2-TZVPD).

Geometry as XYZ:
```
21
Properties=species:S:1:pos:R:3:forces:R:3:lowdin_spin:R:1
O -1.77390 0.29825 2.64701 2.5673 0.4965 -4.8181 0.058
C -1.22390 0.39194 1.52512 -1.2667 -0.2139 2.0736 0.005
C -1.91533 1.13815 0.26093 1.0815 -1.8209 -2.1205 0.000
C -1.73472 0.57412 -1.05381 0.1393 0.7544 4.3341 0.023
N -2.35649 1.33398 -2.18833 3.4349 3.2617 1.0396 0.040
C -1.75306 2.53666 -2.18482 1.6714 2.1965 0.9100 0.010
S -0.91677 3.95017 -1.98025 -3.4058 -5.3189 -1.1201 -0.001
C -0.88326 -0.78729 -1.23773 -0.0524 -1.3951 -0.8786 0.000
O -1.21869 -1.69550 -2.04131 0.8269 3.8005 2.3744 0.013
C 0.40284 -0.89308 -0.26096 2.3630 -0.4782 1.1821 -0.008
C 1.74450 -1.54517 -0.66088 -2.6517 2.0539 2.9715 0.172
C 2.91016 -1.50325 0.43487 -2.0016 1.1784 0.7654 0.392
C 2.73584 -0.84530 1.85630 -3.3753 0.4730 -1.3593 0.038
C 1.36413 -0.23399 2.26184 1.6279 -1.7253 -3.1017 0.013
C 0.21921 -0.26792 1.19131 1.6676 -0.5734 -0.6688 0.323
H -2.50301 2.11868 0.40764 0.8796 -1.8228 0.0097 0.000
H 1.86990 -2.01929 -1.69598 -0.0047 0.7394 1.7754 0.004
H 3.91615 -1.95207 0.13813 -1.4788 0.6531 0.5428 0.013
H 3.62761 -0.82498 2.58238 -1.5501 -0.0685 -1.2868 -0.001
H 1.16980 0.26441 3.28345 0.3884 -0.9816 -1.7969 -0.002
Tb -3.73137 0.02782 -3.34834 -0.8608 -1.2091 -0.8280 4.907
```
Positions in Å, forces in eV/Å.

## Properties
<S²>	12.826
HOMO (spin up / spin down)	-19.63 / -19.71	eV
2S+1	7
HOMO-LUMO gap (spin up / spin down)	7.9 / 6.2	eV
total charge	+3